Entry 1:
{
  "formula": "F2N2O2",
  "method": "the ωB97M-V functional and the def2-TZVPD basis",
  "species": ["O", "N", "O", "N", "F", "F"],
  "xyz": [[-0.9936, -0.6095, 0.9862], [-0.8165, 0.0111, 0.0196], [-1.4332, 0.6074, -0.7972], [0.6747, 0.2024, -0.4293], [1.4476, 0.7997, 0.8284], [1.1210, -1.0111, -0.6077]],
  "mulliken_charge": [-0.45, 1.04, -0.47, 0.22, -0.26, -0.07],
  "smiles": "O=[N+]([O-])N(F)F",
  "spin_multiplicity": 1,
  "de_lowest_kcal_mol": 12.6,
  "e_lumo_ev": -1.057,
  "gap_ev": 10.923,
  "homo_energy_ev": -12.0
}

***

Entry 2:
{
  "formula": "C5H4O2",
  "method": "the ωB97M-V functional and the def2-TZVPD basis",
  "species": ["O", "C", "C", "C", "C", "C", "O", "H", "H", "H", "H"],
  "xyz": [[-0.7071, -2.2743, 0.9833], [-0.3998, -1.1788, 0.5819], [-0.0045, 0.0261, 1.3395], [0.3004, 1.0233, 0.4990], [0.3032, 0.6206, -0.9542], [-0.3675, -0.7521, -0.9149], [-0.7878, -1.4082, -1.8295], [-0.0181, 0.0808, 2.4214], [0.5143, 2.0409, 0.8124], [1.3296, 0.4718, -1.3158], [-0.1627, 1.3499, -1.6231]],
  "mulliken_charge": [-0.52, 0.57, -0.44, -0.35, -0.44, 0.31, -0.50, 0.41, 0.40, 0.25, 0.32],
  "smiles": "O=C1C=CCC1=O",
  "spin_multiplicity": 1,
  "de_lowest_kcal_mol": 12.4,
  "e_lumo_ev": -0.627,
  "gap_ev": 8.796,
  "homo_energy_ev": -9.4
}

***

Entry 3:
{
  "formula": "C26H73AlF2N7O15S2",
  "method": "the ωB97M-V functional and the def2-TZVPD basis",
  "species": ["Al", "N", "S", "O", "O", "F", "S", "O", "O", "F", "N", "O", "O", "O", "C", "C", "C", "O", "C", "N", "H", "H", "H", "H", "H", "H", "H", "H", "H", "H", "H", "C", "C", "C", "O", "C", "N", "H", "H", "H", "H", "H", "H", "H", "H", "H", "H", "H", "C", "C", "C", "O", "C", "N", "H", "H", "H", "H", "H", "H", "H", "H", "H", "H", "H", "C", "C", "C", "O", "C", "N", "H", "H", "H", "H", "H", "H", "H", "H", "H", "H", "H", "C", "C", "C", "O", "C", "N", "H", "H", "H", "H", "H", "H", "H", "H", "H", "H", "H", "C", "C", "O", "H", "H", "H", "H", "H", "H", "C", "C", "O", "H", "H", "H", "H", "H", "H", "C", "C", "O", "H", "H", "H", "H", "H", "H"],
  "xyz": [[7.5160, 7.1797, -12.4950], [4.4547, 11.3166, -9.5628], [3.1313, 11.3792, -8.8611], [1.9571, 11.7169, -9.6556], [3.1376, 11.5840, -7.4300], [2.9008, 9.7975, -8.9060], [4.7214, 12.9921, -9.3984], [5.4119, 13.4889, -8.2014], [3.8670, 13.9338, -10.1344], [6.0016, 12.9572, -10.4369], [2.8853, 2.3560, -8.9405], [3.3495, 3.0262, -9.8470], [3.3743, 2.4524, -7.8731], [1.9818, 1.5723, -9.1183], [3.0463, 11.9977, -17.2299], [3.2174, 10.9468, -16.1165], [1.9159, 10.1670, -15.8517], [2.0905, 9.0493, -14.9850], [0.8703, 8.4605, -14.5917], [4.2893, 10.0235, -16.4903], [2.3453, 12.7774, -16.9320], [2.6693, 11.5111, -18.1295], [4.0148, 12.4511, -17.4408], [3.4751, 11.4940, -15.2097], [1.5365, 9.7196, -16.7704], [1.1734, 10.9078, -15.5549], [0.0657, 9.1658, -14.3836], [0.9828, 7.7415, -13.7802], [0.5456, 7.9344, -15.4894], [3.9218, 9.6669, -17.3608], [5.0356, 10.6093, -16.8367], [13.8953, 12.0670, -13.8518], [12.9519, 11.2619, -12.9857], [12.9007, 11.7366, -11.5320], [11.8576, 11.1254, -10.8523], [11.7999, 11.5270, -9.4614], [11.6799, 11.2994, -13.6684], [14.3246, 11.4224, -14.6188], [14.7512, 12.4528, -13.2980], [13.4448, 12.9090, -14.3774], [13.2824, 10.2256, -12.9151], [12.7342, 12.8132, -11.4957], [13.8641, 11.5962, -11.0420], [11.6853, 12.6099, -9.4140], [12.7227, 11.2506, -8.9513], [11.0002, 11.0351, -8.9077], [12.0009, 11.0015, -14.5785], [11.3174, 12.2328, -13.8010], [9.6502, 4.1954, -5.1491], [10.0413, 5.2214, -6.2487], [11.1335, 4.5984, -7.1687], [11.4385, 5.3267, -8.3207], [12.7403, 4.9079, -8.8038], [8.8385, 5.5933, -6.9806], [9.2777, 3.2205, -5.4636], [8.9280, 4.6231, -4.4537], [10.5183, 3.8456, -4.5903], [10.5431, 6.0103, -5.6884], [10.8721, 3.6180, -7.5672], [11.9688, 4.3903, -6.5002], [13.1355, 5.6619, -9.4845], [12.7179, 3.8940, -9.2034], [13.4700, 4.8963, -7.9942], [8.2696, 4.7636, -6.8911], [8.3516, 6.2036, -6.3398], [-3.4520, 15.1637, -8.3095], [-3.0514, 16.5778, -7.8001], [-1.5745, 16.8914, -7.9509], [-1.1682, 17.9623, -7.0790], [0.2546, 18.1749, -7.1847], [-3.9106, 17.5983, -8.3747], [-3.0200, 14.3373, -7.7451], [-3.3235, 15.0104, -9.3810], [-4.5273, 15.1953, -8.1339], [-3.1415, 16.6124, -6.7144], [-1.3616, 17.1986, -8.9748], [-0.9973, 16.0189, -7.6448], [0.6079, 18.2832, -8.2101], [0.8626, 17.3960, -6.7245], [0.4621, 19.0708, -6.5995], [-4.8283, 17.4470, -7.9810], [-3.6191, 18.3940, -7.8252], [5.7375, 12.5123, -1.0067], [4.8301, 11.3975, -0.5070], [3.4513, 11.8504, -0.0207], [3.4678, 12.8412, 1.0152], [2.1793, 13.3524, 1.3006], [4.7660, 10.4425, -1.6159], [6.7598, 12.1613, -1.1474], [5.7792, 13.1750, -0.1422], [5.4017, 12.9469, -1.9482], [5.4045, 10.9786, 0.3192], [2.9304, 10.9830, 0.3847], [2.9174, 12.1820, -0.9113], [1.8596, 14.1135, 0.5889], [2.2567, 13.8431, 2.2708], [1.4400, 12.5620, 1.4305], [4.4113, 9.5325, -1.3586], [4.0182, 10.8204, -2.1798], [8.7874, 17.7671, -16.5824], [9.9274, 17.3296, -17.4644], [9.7175, 15.9928, -17.8433], [9.0494, 18.6821, -16.0512], [8.6421, 17.0422, -15.7815], [7.8624, 17.7795, -17.1589], [10.8597, 17.3738, -16.9014], [9.9081, 18.0691, -18.2650], [9.3022, 16.0132, -18.7086], [8.3729, 20.5581, -8.2818], [9.1742, 19.8571, -7.2295], [10.0519, 20.7488, -6.6179], [7.6128, 21.1685, -7.7943], [7.9210, 19.8608, -8.9873], [9.0009, 21.2187, -8.8796], [9.6474, 18.9392, -7.5784], [8.3615, 19.5298, -6.5811], [9.5539, 21.1772, -5.9179], [-0.3082, 6.3443, -3.3665], [0.2541, 5.3518, -2.4052], [1.6202, 5.1079, -2.6543], [-0.0110, 6.0891, -4.3836], [-0.0088, 7.3478, -3.0642], [-1.3960, 6.3270, -3.2998], [-0.2082, 4.3708, -2.5148], [0.1237, 5.7593, -1.4027], [1.6464, 4.7720, -3.5532]],
  "mulliken_charge": [0.99, -0.08, 1.04, -0.47, -0.47, -0.30, 1.05, -0.49, -0.48, -0.29, 1.22, -0.42, -0.40, -0.40, -1.39, 0.26, -0.84, -0.25, -0.76, -0.67, 0.37, 0.36, 0.39, 0.35, 0.37, 0.40, 0.31, 0.24, 0.33, 0.31, 0.28, -1.44, 0.49, -0.90, -0.27, -0.75, -0.68, 0.41, 0.36, 0.34, 0.24, 0.40, 0.40, 0.31, 0.31, 0.25, 0.29, 0.26, -1.55, 0.56, -0.99, -0.29, -0.78, -0.70, 0.41, 0.38, 0.41, 0.29, 0.36, 0.40, 0.28, 0.31, 0.33, 0.31, 0.31, -1.27, 0.46, -0.74, -0.31, -0.71, -0.75, 0.37, 0.33, 0.33, 0.28, 0.39, 0.35, 0.30, 0.30, 0.27, 0.27, 0.31, -1.30, 0.34, -0.64, -0.32, -0.74, -0.64, 0.34, 0.36, 0.30, 0.35, 0.37, 0.34, 0.30, 0.25, 0.32, 0.29, 0.29, -0.95, -0.23, -0.52, 0.33, 0.27, 0.27, 0.27, 0.24, 0.31, -0.91, -0.26, -0.52, 0.27, 0.30, 0.27, 0.33, 0.20, 0.31, -0.90, -0.27, -0.51, 0.34, 0.22, 0.29, 0.26, 0.27, 0.29],
  "spin_multiplicity": 1,
  "charge": 1,
  "e_lumo_ev": -9.771,
  "gap_ev": 1.111,
  "homo_energy_ev": -10.9
}

***

Entry 4:
{
  "formula": "CH3ClN2O2",
  "method": "the ωB97M-V functional and the def2-TZVPD basis",
  "species": ["C", "N", "N", "O", "O", "Cl", "H", "H", "H"],
  "xyz": [[-0.8254, 0.7362, 0.1244], [0.4230, -1.2319, 0.0932], [0.3166, -0.0075, 0.0013], [1.7733, 1.3601, 0.1653], [1.7296, -1.6934, 0.2428], [-2.3886, -0.3269, 0.0902], [-0.9205, 1.3736, 1.0088], [-0.7509, 1.4184, -0.6244], [1.8826, -2.6161, -0.0047]],
  "mulliken_charge": [-0.19, -0.26, 0.30, -0.38, -0.32, -0.19, 0.31, 0.35, 0.39],
  "spin_multiplicity": 1,
  "de_lowest_kcal_mol": 135.8,
  "e_lumo_ev": [-1.265, -1.263],
  "gap_ev": [9.083, 9.084],
  "homo_energy_ev": [-10.3, -10.3]
}

***

Entry 5:
{
  "formula": "C19H15F9N2O6PS3",
  "method": "the ωB97M-V functional and the def2-TZVPD basis",
  "species": ["C", "C", "C", "S", "P", "S", "S", "O", "O", "C", "F", "F", "C", "F", "F", "C", "F", "F", "C", "F", "F", "F", "H", "H", "H", "H", "H", "C", "C", "C", "C", "C", "C", "N", "O", "O", "H", "H", "H", "H", "H", "C", "C", "C", "C", "C", "C", "N", "O", "O", "H", "H", "H", "H", "H"],
  "xyz": [[7.7212, -0.2486, 2.7323], [6.4981, -0.8270, 3.1887], [4.8625, -0.9255, 3.5198], [3.8375, -1.5131, 2.0666], [1.8180, -1.7830, 2.8435], [1.4048, -3.6824, 2.6949], [3.6286, -0.0541, 0.5614], [2.1451, -0.0192, 0.0341], [4.5160, -0.4360, -0.6832], [4.0678, 1.6927, 1.0788], [5.4312, 1.7348, 1.6566], [4.1389, 2.4984, -0.1976], [2.9155, 2.4421, 1.9985], [1.8418, 2.8601, 1.0209], [2.2407, 1.5311, 2.9612], [3.4410, 3.8583, 2.6838], [2.2590, 4.7948, 2.5928], [4.5354, 4.5204, 1.9369], [3.8081, 3.7361, 4.2767], [4.5626, 2.5205, 4.6585], [2.5333, 3.8201, 5.0760], [4.6926, 4.9086, 4.6306], [8.7471, 0.3155, 2.5001], [4.4343, 0.0475, 4.0087], [4.7767, -1.7745, 4.3547], [1.8090, -1.3818, 4.2435], [0.8738, -0.9798, 2.1014], [0.0105, 3.0763, -3.6017], [-1.0234, 2.5207, -4.3571], [-1.6361, 1.3371, -3.9411], [-1.2066, 0.7178, -2.7593], [-0.1637, 1.2692, -2.0030], [0.4432, 2.4518, -2.4306], [-1.8638, -0.5129, -2.3032], [-2.7696, -0.9798, -3.0098], [-1.4783, -1.0121, -1.2364], [0.4814, 4.0023, -3.9270], [-1.3541, 3.0125, -5.2694], [-2.4405, 0.9169, -4.5409], [0.1829, 0.7965, -1.0865], [1.2516, 2.8894, -1.8489], [-5.1039, -2.4106, -1.2159], [-5.1287, -2.8073, -2.5539], [-6.1963, -3.5647, -3.0396], [-7.2408, -3.9171, -2.1738], [-7.2147, -3.5267, -0.8283], [-6.1404, -2.7718, -0.3534], [-8.3783, -4.6915, -2.6846], [-8.3553, -5.0340, -3.8761], [-9.2980, -4.9548, -1.8966], [-4.2722, -1.8153, -0.8431], [-4.3165, -2.5231, -3.2196], [-6.2008, -3.8659, -4.0849], [-8.0163, -3.7975, -0.1442], [-6.1124, -2.4614, 0.6888]],
  "mulliken_charge": [-0.22, -0.39, -0.27, 0.14, 0.17, -0.19, 0.99, -0.41, -0.54, 0.43, -0.19, -0.21, 0.59, -0.25, -0.23, 0.47, -0.24, -0.22, 0.61, -0.21, -0.21, -0.21, 0.38, 0.36, 0.48, 0.19, 0.19, -0.55, -0.50, -0.33, -0.22, 0.05, -0.24, 0.93, -0.53, -0.60, 0.39, 0.37, 0.45, 0.43, 0.33, -0.16, -0.22, -0.44, -0.03, -0.31, -0.53, 0.96, -0.58, -0.58, 0.25, 0.46, 0.42, 0.43, 0.36],
  "spin_multiplicity": 1,
  "charge": 1,
  "e_lumo_ev": -6.680,
  "gap_ev": 4.367,
  "homo_energy_ev": -11.0
}

***

Entry 6:
{
  "formula": "CH2Br2O3",
  "method": "the ωB97M-V functional and the def2-TZVPD basis",
  "species": ["O", "C", "O", "O", "H", "H", "Br", "Br"],
  "xyz": [[-1.5655, -0.5864, 1.0133], [-0.3777, -0.5284, 0.9575], [0.4126, -0.1531, 1.9811], [0.3379, -0.8088, -0.1204], [-0.1091, 0.0804, 2.7601], [1.2816, -0.6658, 0.0400], [-0.7111, 1.0331, -4.1413], [0.7312, 1.6291, -2.4904]],
  "mulliken_charge": [-0.50, 0.73, -0.48, -0.43, 0.34, 0.34, 0.00, 0.00],
  "smiles": "O=C(O)O.BrBr",
  "spin_multiplicity": 1,
  "de_lowest_kcal_mol": 1.2,
  "e_lumo_ev": -1.433,
  "gap_ev": 8.806,
  "homo_energy_ev": -10.2
}

***

Entry 7:
{
  "formula": "C2H6O2PS2",
  "method": "the ωB97M-V functional and the def2-TZVPD basis",
  "species": ["C", "C", "O", "O", "P", "S", "S", "H", "H", "H", "H", "H", "H"],
  "xyz": [[1.6893, 1.0231, 0.7474], [-0.8918, 0.3009, -1.0493], [2.2097, 1.3986, 1.7400], [-2.0865, 0.3894, -0.4214], [0.4813, -0.3167, 0.4535], [-0.4089, -0.7794, 2.2541], [1.5222, -1.8383, -0.3591], [1.8058, 1.4538, -0.3185], [-0.9588, -0.4679, -1.7402], [-0.5254, 1.3003, -1.2908], [-2.2233, 1.1874, -0.0236], [-1.3246, -1.5045, 1.4525], [0.7109, -2.1467, -1.4446]],
  "mulliken_charge": [0.07, -0.46, -0.29, -0.41, 0.62, -0.16, -0.17, 0.29, 0.41, 0.37, 0.31, 0.23, 0.21],
  "spin_multiplicity": 1,
  "de_lowest_kcal_mol": 30.9,
  "charge": 1,
  "e_lumo_ev": -5.093,
  "gap_ev": 9.531,
  "homo_energy_ev": -14.6
}

***

no.,F_max (eV/Å)
1,3.60
2,0.68
3,10.21
4,6.16
5,11.12
6,0.73
7,4.12